This record from the Open Molecules 2025 dataset describes a 8-piece molecular cluster, C39H115Cl2N19O8P6 overall at a distorted geometry. The level of theory is ωB97M-V with the def2-TZVPD basis set.

Element x y z (Å)
1 Cl -0.17306 1.95300 5.80305
2 Cl -2.18546 -1.00825 4.80330
3 P -3.07135 -5.23676 -2.24416
4 P 4.55659 -0.19463 -2.96928
5 P 4.33270 -3.14674 3.47414
6 P -3.39765 1.38308 -4.16070
7 P 2.54964 3.90563 2.43954
8 P -6.19552 1.19885 2.37477
9 O 2.31874 2.97919 1.27151
10 O 5.07610 -0.97699 -1.79502
11 O -2.51144 -6.49272 -2.79553
12 O -0.51771 -1.41402 2.05074
13 O 3.54268 -2.41933 4.48442
14 O -0.40455 -0.76646 0.02832
15 O -4.14863 0.50187 -3.25351
16 O -7.21884 0.32157 2.96879
17 N 5.64845 0.09330 -4.24840
18 N 3.44721 5.36271 2.09280
19 N 3.60194 3.29111 3.69419
20 N 3.17886 -0.91366 -3.55706
21 N -1.91091 -4.16647 -1.57277
22 N 4.07395 1.35488 -2.45540
23 N -6.82372 2.37429 1.34397
24 N -5.44082 2.14752 3.55274
25 N -0.10532 -0.70335 1.19193
26 N -4.13223 -5.54493 -0.88718
27 N -3.85254 3.08564 -4.08249
28 N 5.32122 -2.17827 2.56190
29 N -3.44400 0.75974 -5.76441
30 N -4.99113 0.41537 1.36957
31 N 5.52849 -4.20971 4.20151
32 N 3.47621 -3.99694 2.35393
33 N 1.16048 4.49669 3.33219
34 N -4.04425 -4.40924 -3.41580
35 N -1.73276 1.41122 -3.73073
36 C 2.96642 2.22259 4.41489
37 C 6.56035 -4.98479 3.46128
38 C -1.13705 -3.39340 -2.59196
39 C 3.99551 5.62800 0.75699
40 C -1.05822 -4.61088 -0.47331
41 C -4.37598 -4.78373 -4.79532
42 C -4.47472 -4.52253 0.04658
43 C 5.01246 3.30120 3.64996
44 C -0.96836 2.65945 -4.16706
45 C 5.71282 -2.57248 1.19032
46 C 2.42007 -1.99519 -2.88120
47 C -0.94568 -0.76329 6.11259
48 C 5.65580 -4.40526 5.66541
49 C -4.72101 0.33084 -6.34416
50 C -4.57750 -6.93841 -0.63088
51 C 3.35581 2.31890 -3.33985
52 C -5.88931 3.32224 0.64841
53 C -6.11428 3.22230 4.20865
54 C 6.02606 -0.89509 -5.24943
55 C -4.10754 3.77964 -2.80763
56 C 2.62296 -0.45928 -4.81370
57 C -3.64465 3.95187 -5.21159
58 C -4.68550 -3.15361 -3.03287
59 C -1.11926 0.63807 -2.62136
60 C 3.83470 6.33829 3.10026
61 C 2.39399 -3.38060 1.57717
62 C 0.19128 0.20836 5.57940
63 C 3.70468 1.52923 -1.01925
64 C -4.12824 1.67143 4.13476
65 C -2.39529 1.11520 -6.75903
66 C 6.69239 1.08410 -3.95871
67 C -3.69446 0.98157 0.88674
68 C -0.17114 4.08490 2.95812
69 C 1.22450 5.20549 4.63201
70 C -8.12805 2.35252 0.77856
71 C -5.35989 -0.80076 0.69333
72 C 0.98323 0.20752 1.54531
73 C 6.17868 -1.20841 3.25223
74 C 3.32430 -5.45947 2.36111
75 H -0.59022 -5.56144 -0.72926
76 H -6.98786 2.84018 4.73680
77 H -6.30304 4.27925 0.96632
78 H 6.68706 1.54979 -2.97321
79 H -4.39488 -3.49541 -0.30945
80 H -8.82961 2.24238 1.60547
81 H -8.20524 3.12374 0.01217
82 H -2.90044 0.24607 1.01582
83 H 2.34031 2.00710 -3.58409
84 H 1.87892 2.14894 4.41402
85 H -1.37151 3.06716 -5.09407
86 H -1.38176 0.87673 -6.43655
87 H -0.79721 4.97677 2.93190
88 H -4.47248 0.13492 -7.38721
89 H -3.75872 1.28260 -0.15889
90 H -3.84453 3.42400 -6.14406
91 H 5.48980 2.32947 3.52355
92 H 5.18160 -1.47619 -5.61998
93 H -5.52583 3.80580 4.91671
94 H -2.66350 2.15150 -6.96454
95 H -3.30615 3.49711 -2.12495
96 H -2.46231 0.39760 -7.57675
97 H -0.38850 -3.83886 -0.09439
98 H 2.60559 -2.94910 0.59884
99 H -0.48271 3.30854 3.65690
100 H 3.71079 6.03028 4.13847
101 H -3.48686 1.85825 1.50029
102 H 3.24907 1.24559 4.02287
103 H 0.27241 0.04108 4.50537
104 H 1.76391 4.59859 5.35920
105 H -1.30014 -0.43654 -2.64547
106 H -1.11714 3.52895 -3.52679
107 H 6.79207 -0.50428 2.69005
108 H -2.65059 4.38845 -5.11500
109 H 3.26120 -5.76875 1.31782
110 H -0.56691 -1.76266 6.32686
111 H -5.75056 -3.25464 -2.82419
112 H 0.23482 5.36783 5.05893
113 H 3.54060 6.52726 0.34168
114 H -6.45768 3.91261 3.43817
115 H 2.72682 1.07479 -0.85998
116 H -5.30072 -4.32814 -5.14940
117 H 6.00607 -3.62213 1.17165
118 H 5.40056 3.87393 2.80766
119 H -4.62507 -5.82548 -4.59328
120 H -3.89244 -4.52857 0.96800
121 H -4.23397 4.83671 -3.04155
122 H 5.59105 -5.43904 6.00483
123 H 2.46174 -5.81830 2.92266
124 H -4.84919 3.29980 0.97359
125 H 1.65257 -2.41687 -3.53021
126 H 6.68515 -6.02841 3.75006
127 H 2.70990 -1.28574 -5.51904
128 H -4.28759 1.00404 4.98170
129 H 4.88945 6.60441 3.03113
130 H -1.47843 -0.31423 6.95081
131 H 1.55203 -0.28018 -4.71810
132 H 4.84613 -2.51263 0.53201
133 H 0.56265 1.15784 1.87409
134 H -4.07112 -7.36546 0.23474
135 H -0.26121 -3.96950 -2.89049
136 H -5.46436 -4.71490 0.46094
137 H 3.10598 2.26624 5.49504
138 H 6.38155 -1.85306 0.71775
139 H 3.50939 3.35935 -3.05352
140 H 1.16377 -0.03947 6.00477
141 H -4.48687 -7.64859 -1.45279
142 H 6.66077 -4.05224 5.89674
143 H -5.13861 -0.58966 -5.93625
144 H 7.61000 0.66670 -4.37329
145 H 5.07553 5.56247 0.62527
146 H 1.69868 6.18539 4.57689
147 H -3.45975 -4.76894 -5.38558
148 H 6.86368 -1.54331 -4.99195
149 H 3.86110 2.34525 -4.30529
150 H 2.11609 -2.49659 2.15110
151 H -1.46153 1.08179 -1.68645
152 H 3.05659 -2.87740 -2.81301
153 H 1.50562 -4.00509 1.48285
154 H -5.01676 -1.58663 1.36622
155 H -8.44200 1.45303 0.24897
156 H -0.04429 0.81842 -2.62526
157 H 4.18449 -5.98124 2.78055
158 H 3.69473 2.58890 -0.76410
159 H -3.68335 2.56022 4.58223
160 H -5.38470 1.18712 -6.46411
161 H -5.63098 -6.94457 -0.35117
162 H -1.68785 -4.88884 0.37192
163 H 7.52502 -4.48784 3.56400
164 H 5.02807 -3.77306 6.29341
165 H -5.06450 -0.79066 -0.35583
166 H -0.89518 -2.47700 -2.05361
167 H -3.40414 1.16539 3.49625
168 H -6.09604 3.15995 -0.40943
169 H 6.04835 -5.04803 2.50110
170 H 5.47657 3.88759 4.44296
171 H 6.31894 -0.21765 -6.05156
172 H 6.99283 -1.74265 3.74196
173 H -4.78438 -2.46567 -3.87255
174 H 3.75465 4.79354 0.09838
175 H 3.11829 0.42702 -5.21021
176 H -6.44718 -0.75827 0.75728
177 H -4.30116 4.82113 -5.17291
178 H 3.24599 7.25269 3.02681
179 H -1.74826 -3.09104 -3.44231
180 H 4.46467 1.20317 -0.30917
181 H -0.12414 3.79325 1.90891
182 H 6.52340 1.93824 -4.61445
183 H -3.98258 -2.57119 -2.43723
184 H 0.10722 2.48333 -4.18122
185 H 1.62125 -0.27959 2.28272
186 H 5.63074 -0.66975 4.02535
187 H -5.02894 3.34126 -2.42430
188 H 2.07150 -1.66241 -1.90352
189 H 1.59394 0.34266 0.65264

Computed properties:
HOMO = -7.57 eV
Energy = -6165.70927 Ha
LUMO level = 0.359 eV
Energy relative to the best compared isomer or geometry (same formula, charge and spin) = 432.21 kJ/mol
Largest force on an atom = 0.080 hartree/bohr
Charge = 0
SMILES = CN(C)P(=O)(N(C)C)N(C)C.CN(C)P(=O)(N(C)C)N(C)C.CN(C)P(=O)(N(C)C)N(C)C.CN(C)P(=O)(N(C)C)N(C)C.CN(C)P(=O)(N(C)C)N(C)C.CN(C)P(=O)(N(C)C)N(C)C.C[N+](=O)[O-].ClCCCl

This record from the Open Molecules 2025 dataset describes a 21-piece molecular cluster, C39H120O21 overall at a distorted geometry. The level of theory is ωB97M-V with the def2-TZVPD basis set.

Element x y z (Å)
1 O -4.97266 -1.25042 2.90109
2 O -3.36178 4.12460 -1.87186
3 O 1.42799 6.71858 -3.85522
4 O 4.25465 -0.51724 6.11417
5 O 3.28638 2.17692 5.28251
6 O 0.14434 -4.98378 3.98983
7 O -1.19614 6.43878 2.45306
8 O 5.44128 -4.26814 0.10345
9 O -2.29872 -5.64946 2.45587
10 O -2.10121 -0.70532 -6.56542
11 O -1.21131 3.19413 -3.36857
12 O 2.27216 -0.69028 -8.33240
13 O 5.38522 0.49284 -4.62260
14 O -4.76643 -0.80920 0.29823
15 O 0.61929 0.88030 0.52219
16 O 0.22804 3.12134 -0.92662
17 O -5.99956 3.96578 4.05906
18 O -2.02529 -5.17829 -0.36348
19 O 5.66112 0.83073 2.27531
20 O 5.98485 -0.79689 -2.28482
21 O 1.10493 1.52870 3.24022
22 C -4.21108 -1.90629 -0.41295
23 C -0.39880 -5.24763 -2.20948
24 C -1.64294 -1.96951 -6.07645
25 C -3.33067 -4.72213 2.71894
26 C -2.06564 -2.20851 -4.63710
27 C 4.53772 0.96750 0.13688
28 C -1.58395 5.27336 1.84031
29 C -0.69220 7.32948 -2.88971
30 C -4.59619 -5.23644 2.11384
31 C 4.60797 -3.52474 0.98441
32 C 5.82440 -2.16923 -2.64946
33 C -4.62432 2.35092 -0.87992
34 C -0.37740 -4.50249 5.21476
35 C -3.86611 -1.12434 5.02634
36 C -0.05320 -1.34697 0.40971
37 C 2.47357 -1.59878 -7.24456
38 C -0.96106 -5.91939 -0.91478
39 C -5.05184 3.83065 3.04169
40 C 3.69718 -1.35283 3.99895
41 C -0.17748 0.02817 -0.23312
42 C 4.81395 1.73287 -4.32899
43 C -4.49807 2.37819 3.14562
44 C 2.14879 -0.86426 -6.03526
45 C -1.15711 4.06189 2.72199
46 C -2.69395 1.77372 -4.38965
47 C -3.63308 -1.47648 -1.70226
48 C 4.77515 -1.31111 5.05459
49 C 5.82534 1.35909 0.96795
50 C 3.12425 -4.03958 0.84479
51 C -3.73806 -1.00232 3.52478
52 C 1.16810 4.14683 -0.53076
53 C 0.17135 0.67605 3.83621
54 C 0.57383 0.66290 5.30008
55 C -0.81245 -3.01356 5.26239
56 C -1.49681 1.80531 -3.51343
57 C 2.63553 3.98611 -1.07601
58 C 0.07489 6.21736 -3.61555
59 C -3.56158 3.47441 -0.72056
60 C 4.31353 -2.47282 -2.56465
61 H 3.00718 -0.07335 -8.30507
62 H 1.77300 -2.43231 -7.29476
63 H -2.66295 3.04936 -0.27347
64 H 3.20274 4.87021 -0.78491
65 H 0.15360 3.10615 -1.88361
66 H 2.69470 -3.89217 -0.14609
67 H 0.60841 1.70632 0.03313
68 H -1.62375 3.14794 2.35451
69 H 6.67504 0.85985 0.50226
70 H 6.19169 -2.44518 -3.63792
71 H 6.33149 -3.91763 0.18259
72 H 1.12670 4.12128 0.55816
73 H -1.21838 0.35087 -0.25521
74 H -1.88209 7.06339 2.20620
75 H 4.21408 -0.05015 0.35538
76 H -5.33933 -0.32050 -0.29723
77 H -3.14192 -2.37420 -4.68477
78 H 0.24633 -0.30786 3.37318
79 H -2.04196 -2.82304 -6.62451
80 H 3.51362 -1.92491 -7.23891
81 H -3.05262 -3.71354 2.41309
82 H -0.09142 7.75158 -2.08411
83 H -4.49316 -5.36405 1.03625
84 H -0.19847 -6.13463 -0.16630
85 H 0.82406 5.10127 -0.92923
86 H -4.22812 4.52145 3.22163
87 H -0.29402 0.23326 5.80042
88 H -1.11445 -2.89337 6.30280
89 H -1.47792 -0.49561 -7.26481
90 H 5.66036 -0.80149 4.67409
91 H 2.76255 -1.84481 4.26824
92 H -1.68066 1.40034 -2.51829
93 H 5.02667 -2.31437 5.39857
94 H 0.02589 -2.33516 5.10407
95 H -5.37772 2.61076 -1.62355
96 H -3.89666 4.17787 0.04165
97 H 6.26770 -2.78025 -1.86317
98 H -0.56216 -4.97436 3.33993
99 H 2.67130 4.11772 -2.15745
100 H -4.11965 1.47429 -1.28603
101 H 2.86224 -0.04457 -5.95045
102 H -3.42803 0.00956 3.26388
103 H 1.02732 1.50274 2.28372
104 H -0.11146 -4.20873 -2.04750
105 H 3.75729 1.65263 0.46797
106 H 0.47386 -5.72856 -2.65137
107 H 2.07350 -1.44543 -5.11620
108 H -4.71116 -0.58601 5.45550
109 H 2.45651 -3.62098 1.59780
110 H 3.97015 -2.04051 -1.62480
111 H 5.58715 2.46946 -4.11058
112 H -2.45712 2.21323 -5.35859
113 H 1.17461 -0.39348 -6.16742
114 H -5.49932 3.92464 2.05224
115 H -1.38432 4.12088 3.78642
116 H -4.36324 -1.20523 -2.46473
117 H -1.45296 -6.82836 -1.26108
118 H -3.44044 -2.30260 0.24822
119 H 6.89302 -0.68010 -1.99641
120 H -4.71026 -6.18976 2.62984
121 H -3.78021 2.23380 2.33819
122 H -4.19963 4.54105 -2.08677
123 H -3.06779 -0.54530 -1.66416
124 H -0.83484 1.08090 3.72770
125 H -0.47412 6.01099 -4.53430
126 H 3.33224 -0.38597 3.65242
127 H -4.86362 -2.77854 -0.45125
128 H 5.72782 0.11280 -3.81032
129 H -3.54904 -4.71297 3.78680
130 H -4.05639 -2.17597 5.24072
131 H 6.03863 2.42796 0.95653
132 H -0.69901 1.26433 -4.02230
133 H 3.80687 -1.91637 -3.35318
134 H -0.51216 -1.27343 1.39564
135 H 4.08091 1.75038 -3.52248
136 H 3.16758 3.04214 -0.95792
137 H 1.85839 5.96988 -4.27451
138 H 5.70922 -0.12787 2.25621
139 H 4.33021 2.15155 -5.21148
140 H -2.68070 -5.25002 -1.06127
141 H 4.05310 -1.83395 3.08795
142 H -1.78263 3.50397 -2.66203
143 H -4.91074 -1.06484 1.96124
144 H 0.31680 -4.73446 6.02246
145 H -1.92765 -1.34640 -3.98455
146 H -1.17265 -5.28133 -2.97636
147 H -2.94298 -1.67150 3.19590
148 H -1.11201 5.29146 0.85795
149 H 2.56161 1.68241 4.89991
150 H -0.06955 4.01728 2.66420
151 H -3.55073 2.30893 -3.98026
152 H 0.18013 0.23434 -1.24193
153 H -5.00440 2.00361 0.08082
154 H 0.01661 5.31677 -3.00431
155 H -0.57426 -2.16060 -6.17392
156 H 4.12112 -3.54550 -2.54445
157 H -3.00264 -0.85353 5.63395
158 H -1.07549 8.13012 -3.52231
159 H 4.22231 0.37518 5.76185
160 H 3.05629 -5.11036 1.03688
161 H -5.50018 4.37334 4.77049
162 H 4.62646 -2.46286 0.73915
163 H -5.34827 1.76831 2.84018
164 H 2.88463 2.98664 5.59743
165 H -1.56264 -3.07710 -4.21207
166 H 0.70092 1.70754 5.58413
167 H 4.90103 -3.65510 2.02616
168 H -2.96650 0.74263 -4.61474
169 H -1.58312 -2.80249 4.52103
170 H -2.94522 -2.21888 -2.10697
171 H -4.12668 2.03631 4.11169
172 H 4.66690 0.90276 -0.94350
173 H -0.41808 -2.17435 -0.19889
174 H 1.00276 -1.57863 0.54890
175 H -2.20138 -5.69397 1.50185
176 H 1.47148 0.05480 5.41201
177 H -2.65264 5.27354 1.62583
178 H -1.31567 -5.01305 5.43175
179 H -1.54473 6.97312 -2.31151
180 H -5.44137 -4.56233 2.25297

Computed properties:
HOMO = -9.52 eV
Energy = -3137.64247 Ha
LUMO level = 0.139 eV
Largest force on an atom = 0.082 hartree/bohr
Charge = 0

This record from the Open Molecules 2025 dataset describes C39H19Cl2N8O2Tl as an isolated structure. The level of theory is ωB97M-V with the def2-TZVPD basis set.

Element x y z (Å)
1 Tl 0.53089 0.03521 -0.13903
2 Cl -0.30279 7.03494 -1.07165
3 Cl 3.32188 3.65662 1.03069
4 O 1.93955 1.63886 -0.56357
5 O 0.01268 0.88557 -2.40310
6 N -2.77999 1.01420 -0.63129
7 N -0.49285 -3.11300 -1.34794
8 N -1.37151 -0.94925 -0.73256
9 N 2.79634 -1.84707 1.84504
10 N 1.39600 0.10769 1.94274
11 N -0.96498 1.30044 0.91932
12 N 1.09337 -2.06547 0.14166
13 N 0.50491 2.26485 2.56610
14 C 4.68091 0.58529 5.12759
15 C -4.50140 -0.71589 -2.59411
16 C 2.14550 -2.49545 0.90114
17 C 2.88262 2.12684 4.59589
18 C -2.40045 5.59146 1.77329
19 C 2.34872 -6.45261 -0.44683
20 C -5.01728 -1.68433 -3.43520
21 C -1.42039 4.70059 2.17699
22 C -0.17346 4.41098 -1.70844
23 C -2.08457 1.70327 0.25391
24 C 3.35342 -4.79554 1.01410
25 C -1.39182 -2.13159 -1.40492
26 C 3.31634 -6.07771 0.49418
27 C -2.61096 -2.18839 -2.19543
28 C -3.39332 3.95608 0.27899
29 C 2.40658 -3.89113 0.55403
30 C -4.34200 -2.89448 -3.65341
31 C -2.47035 -0.21100 -1.05031
32 C 1.44284 -4.26447 -0.38377
33 C 1.43663 2.82522 -0.72734
34 C 4.00006 1.79104 5.34095
35 C 1.36153 1.25421 2.67387
36 C 0.35695 5.43048 -0.97100
37 C 1.97644 3.93318 -0.01725
38 C 0.59422 -3.09611 -0.60770
39 C 4.26347 -0.31401 4.16135
40 C -2.40523 3.06641 0.67631
41 C 0.35531 3.11188 -1.60035
42 C 3.14654 0.02518 3.41051
43 C -0.53514 2.29028 1.75419
44 C 1.44849 5.19341 -0.12786
45 C 1.39364 -5.55501 -0.89197
46 C -3.13427 -3.16339 -3.03660
47 C -3.37470 5.22358 0.83722
48 C -1.43505 3.43334 1.61201
49 C -3.28409 -0.98159 -1.97771
50 C -0.24578 2.08764 -2.42293
51 C 2.44783 -0.65512 2.32539
52 C 2.46539 1.22638 3.62616
53 H -4.14086 3.66523 -0.44717
54 H -4.77901 -3.62849 -4.31785
55 H 4.08930 -4.49889 1.74905
56 H 4.04439 -6.80873 0.82081
57 H -2.41265 6.59448 2.17929
58 H -1.00917 4.59166 -2.37353
59 H -2.60707 -4.09384 -3.19867
60 H -5.96066 -1.51077 -3.93644
61 H 4.35953 2.47066 6.10268
62 H -4.12187 5.94893 0.54251
63 H 0.63588 -5.83779 -1.60994
64 H 2.35232 3.05692 4.75026
65 H 5.55076 0.35782 5.72999
66 H 1.87603 6.00489 0.44508
67 H 4.78526 -1.24555 3.98826
68 H -0.65858 4.97620 2.89426
69 H -5.01753 0.21817 -2.41708
70 H 2.34923 -7.46552 -0.82786
71 H -1.00560 2.44462 -3.13769

Computed properties:
HOMO (alpha / beta) = -6.70 / -6.65 eV
Energy = -3179.08342 Ha
LUMO level (alpha / beta) = -1.664 / -1.699 eV
Largest force on an atom = 0.003 hartree/bohr
Charge = 0